No. 1
Density functional theory data (ωB97M-V with the def2-TZVPD basis set) for C6H4N3 as an isolated structure at a distorted geometry.

Structure (XYZ):
```
13
Properties=species:S:1:pos:R:3
C -1.18 1.40 -0.02
C -3.43 -0.24 0.00
C 0.22 -1.00 0.00
C -2.05 -0.31 -0.02
C 0.88 0.23 0.01
C 2.33 0.41 0.02
N -4.57 -0.19 0.03
N -1.10 -1.06 -0.01
N 0.00 1.24 0.00
H 0.76 -1.93 -0.01
H 2.85 -0.47 0.37
H 2.60 1.27 0.64
H 2.69 0.64 -0.99
```

Maximum force   0.0454 hartree/bohr
Orbital gap   0.29617 Eh
Total charge   +1
Highest occupied orbital energy   -15.2 eV

Löwdin atomic charge list, values in e, 5 entries:
1 C 0.26
2 C -0.12
3 C 0.01
4 C -0.07
5 C -0.23

***

No. 2
Density functional theory data (ωB97M-V with the def2-TZVPD basis set) for an isolated ion of composition C6H4N3O2 and charge -1 at a distorted geometry.

Structure (XYZ):
```
15
Properties=species:S:1:pos:R:3
C 0.53 1.57 1.06
N 0.57 0.33 0.34
C 1.64 -0.51 0.38
N 1.38 -1.59 -0.36
C 0.11 -1.40 -0.88
C -0.55 -2.24 -1.70
N -0.95 -2.96 -2.47
C -0.43 -0.22 -0.44
C -1.76 0.51 -0.36
O -2.18 1.20 -1.31
O -2.21 0.24 0.77
H 1.48 1.74 1.40
H 0.08 2.40 0.47
H -0.10 1.27 1.97
H 2.38 -0.34 1.12
```

Maximum force   0.0861 hartree/bohr
Orbital gap   0.30111 Eh
Total charge   -1
SMILES   Cn1cnc(C#N)c1C(=O)[O-]
Highest occupied orbital energy   -4.8 eV

Löwdin atomic charge list, values in e, 5 entries:
1 C -0.02
2 N -0.10
3 C -0.15
4 N 0.10
5 C -0.29

***

No. 3
Density functional theory data (ωB97M-V with the def2-TZVPD basis set) for a 2-piece molecular cluster, C6H4O overall.

Structure (XYZ):
```
11
Properties=species:S:1:pos:R:3
C 0.31 -1.40 1.44
C 1.83 -0.99 -0.86
C 0.82 -0.29 -0.59
C -0.30 0.48 -0.28
O -0.92 0.25 0.78
C -0.77 1.52 -1.17
C -1.15 2.39 -1.91
H -0.35 -2.11 0.97
H -0.05 -0.92 2.35
H 1.37 -1.61 1.39
H -1.49 3.16 -2.57
```

Maximum force   0.0142 hartree/bohr
Orbital gap (spin up / spin down)   0.29479 / 0.29476 Eh
Total charge   0
Highest occupied orbital energy (spin up / spin down)   -9.7 / -9.7 eV

Löwdin atomic charge list, values in e, 5 entries:
1 C 0.24
2 C 0.08
3 C -0.23
4 C -0.47
5 O 0.03

***

No. 4
Density functional theory data (ωB97M-V with the def2-TZVPD basis set) for C6H4O as an isolated structure.

Structure (XYZ):
```
11
Properties=species:S:1:pos:R:3
C 2.06 0.47 -0.38
C 2.14 -0.59 0.32
C 1.19 -1.34 0.86
C -0.04 -1.08 0.84
C -0.66 -0.03 0.14
C -1.84 0.15 -0.69
O -1.61 0.88 0.53
H 2.63 1.19 -0.94
H 0.68 0.57 -0.32
H -2.65 -0.58 -0.64
H -1.78 0.75 -1.60
```

Maximum force   0.0103 hartree/bohr
Orbital gap   0.33215 Eh
Total charge   0
Highest occupied orbital energy   -9.3 eV

Löwdin atomic charge list, values in e, 5 entries:
1 C 0.04
2 C -0.10
3 C -0.04
4 C 0.05
5 C -0.33

***

No. 5
Density functional theory data (ωB97M-V with the def2-TZVPD basis set) for the molecule C6H4O.

Structure (XYZ):
```
11
Properties=species:S:1:pos:R:3
C 3.33 -0.67 0.38
C 2.30 -0.11 0.64
C 1.14 0.73 0.90
O 1.24 1.73 1.59
C -0.11 0.35 0.26
C -1.17 0.09 -0.24
C -2.49 -0.20 -0.81
H 4.27 -1.13 0.15
H -2.78 0.59 -1.52
H -3.24 -0.22 -0.01
H -2.49 -1.16 -1.33
```

Maximum force   0.0124 hartree/bohr
Orbital gap   0.36528 Eh
Total charge   0
SMILES   C#CC(=O)C#CC
Highest occupied orbital energy   -10.2 eV

Löwdin atomic charge list, values in e, 5 entries:
1 C 0.15
2 C -0.03
3 C -0.45
4 O 0.11
5 C 0.06

***

No. 6
Density functional theory data (ωB97M-V with the def2-TZVPD basis set) for the molecule C6H4O.

Structure (XYZ):
```
11
Properties=species:S:1:pos:R:3
C -1.87 0.17 -2.81
C -1.30 -0.05 -1.78
C -0.73 -0.16 -0.47
O -1.63 0.18 0.51
C 0.50 -0.51 -0.12
C 1.40 -0.35 0.77
C 2.18 -0.06 1.79
H -2.41 0.38 -3.70
H -1.11 0.27 1.32
H 1.72 0.08 2.76
H 3.25 0.05 1.74
```

Maximum force   0.0118 hartree/bohr
Orbital gap   0.30579 Eh
Total charge   0
SMILES   C#CC(O)=C=C=C
Highest occupied orbital energy   -8.4 eV

Löwdin atomic charge list, values in e, 5 entries:
1 C 0.15
2 C -0.05
3 C -0.36
4 O 0.07
5 C 0.03

***

No. 7
Density functional theory data (ωB97M-V with the def2-TZVPD basis set) for the molecule C6H4O at a distorted geometry.

Structure (XYZ):
```
11
Properties=species:S:1:pos:R:3
C 2.42 -1.08 0.78
C 1.33 -0.55 0.58
C 0.98 1.26 0.50
O 1.74 2.05 0.96
C -0.26 1.39 -0.17
C -1.20 0.76 -0.57
C -2.01 -0.41 -0.75
H 3.43 -1.38 1.01
H -3.05 -0.23 -0.39
H -1.26 -1.09 -0.15
H -2.11 -0.71 -1.80
```

Maximum force   0.0619 hartree/bohr
Orbital gap   0.37281 Eh
Total charge   0
SMILES   C#CC(=O)C#CC
Highest occupied orbital energy   -10.2 eV

Löwdin atomic charge list, values in e, 5 entries:
1 C 0.04
2 C -0.04
3 C -0.34
4 O 0.14
5 C 0.01

***

No. 8
Density functional theory data (ωB97M-V with the def2-TZVPD basis set) for the molecule C6H4O2S at a distorted geometry.

Structure (XYZ):
```
13
Properties=species:S:1:pos:R:3
C -0.02 1.42 0.15
C -0.41 0.08 0.39
C 0.37 -1.03 0.23
C 1.98 0.49 -1.21
C 2.32 -0.62 -1.60
C -1.82 -0.18 0.93
O 2.62 -1.70 -1.98
O 0.79 -2.12 0.22
S 1.27 1.89 -0.76
H -0.75 2.19 0.40
H -2.17 -1.21 0.64
H -1.70 0.11 1.94
H -2.48 0.68 0.64
```

Maximum force   0.0545 hartree/bohr
Orbital gap (spin up / spin down)   0.25782 / 0.25789 Eh
Total charge   0
Highest occupied orbital energy (spin up / spin down)   -8.0 / -8.0 eV

Löwdin atomic charge list, values in e, 5 entries:
1 C -0.40
2 C -0.32
3 C -0.11
4 C -0.44
5 C -0.40

***

No. 9
Density functional theory data (ωB97M-V with the def2-TZVPD basis set) for C6H4O9S4Sn as an isolated structure at a distorted geometry.

Structure (XYZ):
```
24
Properties=species:S:1:pos:R:3
Sn -2.67 1.02 0.40
O 3.27 -0.21 -1.28
S 2.27 0.43 -2.13
O -1.57 -0.06 -0.94
O 1.78 1.68 -1.66
C -0.59 -0.92 -0.70
C 0.05 -1.48 -1.82
C 0.96 -2.42 -1.74
C 1.46 -2.80 -0.48
C 0.92 -2.27 0.64
C -0.13 -1.33 0.62
S -0.95 -0.75 2.11
O 0.11 -0.82 3.11
O -1.22 0.71 1.89
O -2.24 -1.42 2.32
H -0.41 -1.09 -2.80
H 1.45 -2.64 -2.65
H 2.31 -3.48 -0.37
H 1.32 -2.41 1.67
O -1.77 2.90 -0.27
S -1.24 4.00 0.61
O 0.18 4.07 0.48
O -1.98 5.29 0.40
S -1.34 3.99 2.60
```

Maximum force   0.1091 hartree/bohr
Orbital gap   0.14433 Eh
Total charge   -2
Highest occupied orbital energy   0.0 eV

Löwdin atomic charge list, values in e, 5 entries:
1 Sn 1.24
2 O -0.44
3 S 0.86
4 O -0.32
5 O -0.38

***

No. 10
Density functional theory data (ωB97M-V with the def2-TZVPD basis set) for the molecule C6H5BBrFO3 at a distorted geometry.

Structure (XYZ):
```
17
Properties=species:S:1:pos:R:3
B 1.53 0.82 -0.14
C -0.85 -2.18 0.20
C -2.05 -1.65 0.09
C 0.99 -0.42 -0.01
C -1.97 0.77 0.70
C 0.52 -1.55 0.34
C -2.58 -0.29 0.32
O 2.06 1.67 -1.08
O 1.41 1.75 1.25
O -1.45 1.73 1.04
F 1.39 -2.68 0.67
Br -4.41 0.13 -0.16
H -0.86 -3.18 0.12
H -2.77 -2.32 -0.13
H 2.58 1.42 -1.80
H 1.52 2.71 1.16
H 0.38 1.69 1.40
```

Maximum force   0.0705 hartree/bohr
Orbital gap   0.28100 Eh
Total charge   0
Highest occupied orbital energy   -8.1 eV

Löwdin atomic charge list, values in e, 5 entries:
1 B -0.53
2 C -0.02
3 C -0.12
4 C 0.12
5 C -0.28

***

No. 11
Density functional theory data (ωB97M-V with the def2-TZVPD basis set) for the molecule C6H5Br2N3 at a distorted geometry.

Structure (XYZ):
```
16
Properties=species:S:1:pos:R:3
C -1.06 -0.77 2.44
C -0.34 0.43 2.48
C -0.43 -0.45 0.42
C 0.69 -0.09 -1.81
C -0.10 -0.81 -0.81
C 0.52 0.31 -3.09
N -1.19 -1.22 1.25
N 0.13 0.65 1.23
N 0.93 1.42 0.68
Br -1.05 -2.22 -1.64
Br -1.05 0.19 -4.06
H -1.56 -1.19 3.35
H -0.01 0.88 3.33
H 1.75 0.10 -1.44
H 1.40 0.62 -3.69
H 1.37 2.15 1.34
```

Maximum force   0.0784 hartree/bohr
Orbital gap (spin up / spin down)   0.25649 / 0.25740 Eh
Total charge   0
Highest occupied orbital energy (spin up / spin down)   -8.0 / -8.1 eV

Löwdin atomic charge list, values in e, 5 entries:
1 C -0.15
2 C -0.05
3 C -0.30
4 C -0.29
5 C -0.57

***

No. 12
Density functional theory data (ωB97M-V with the def2-TZVPD basis set) for an isolated ion of composition C6H5BrF3N2 and charge +1 at a distorted geometry.

Structure (XYZ):
```
17
Properties=species:S:1:pos:R:3
C 0.47 -1.00 0.57
C -0.80 -1.56 0.66
C 1.09 0.21 -0.01
C 0.46 1.30 -0.32
C -2.45 0.10 -0.01
C 2.61 0.15 -0.11
N -2.08 -1.04 0.53
N -0.29 2.14 -0.71
F 3.01 0.90 -1.10
F 3.12 0.70 1.01
F 3.03 -1.03 -0.27
Br -4.33 0.17 -0.44
H 1.31 -1.84 0.62
H -0.94 -2.61 0.93
H -2.92 -1.68 0.65
H -0.68 3.05 -0.26
H -0.62 2.05 -1.72
```

Maximum force   0.1409 hartree/bohr
Orbital gap   0.29014 Eh
Total charge   +1
Highest occupied orbital energy   -12.9 eV

Löwdin atomic charge list, values in e, 5 entries:
1 C 0.02
2 C -0.06
3 C -0.04
4 C 0.00
5 C -0.52

***

No. 13
Density functional theory data (ωB97M-V with the def2-TZVPD basis set) for C6H5BrFPd2 as an isolated structure at a distorted geometry.

Structure (XYZ):
```
15
Properties=species:S:1:pos:R:3
Pd 1.38 -2.94 2.18
Pd 6.20 -2.50 0.73
Br 3.49 -2.34 0.80
F 0.19 -1.77 0.31
C -0.34 -0.54 0.01
C -1.74 -0.45 -0.26
C -2.33 0.78 -0.58
C -1.52 1.90 -0.62
C -0.13 1.78 -0.36
C 0.46 0.54 -0.05
H -2.38 -1.32 -0.24
H -3.40 0.92 -0.66
H -1.92 2.87 -0.87
H 0.52 2.64 -0.49
H 1.52 0.43 0.10
```

Maximum force   0.0278 hartree/bohr
Orbital gap (spin up / spin down)   0.32215 / 0.17161 Eh
Multiplicity   5
Total charge   +3
<S²>   6.03
Highest occupied orbital energy (spin up / spin down)   -20.8 / -20.8 eV

Löwdin atomic charge list, values in e, 5 entries:
1 Pd 0.76
2 Pd 0.78
3 Br 0.48
4 F 0.00
5 C -0.18